Record 1
Here is 2 unconnected molecules or ions with the total composition C7H9NO2 at a distorted geometry from OMol25. Energies are from ωB97M-V with the def2-TZVPD basis set.

The HOMO energy is -9.699 eV. Its energy above the lowest of the compared OMol25 structures with the same formula, charge and spin is 2.955 eV. Its SMILES is c1ccncc1.CC(=O)O. The total charge is 0.

Element x y z (Å)
C  3.863  0.022  1.062
C  3.402  -1.433  0.909
C  -3.286  -0.968  -1.349
C  -4.088  0.118  -1.458
C  -3.633  1.202  -0.834
C  -2.241  1.172  -0.353
C  -1.535  -0.027  -0.312
H  2.802  1.577  1.892
H  4.135  -1.915  0.307
H  3.181  -1.959  1.865
H  2.526  -1.518  0.185
H  -3.658  -1.681  -2.113
H  -5.011  0.209  -2.112
H  -3.985  2.371  -0.642
H  -1.829  2.186  -0.020
H  -0.503  0.016  0.040
N  -2.041  -1.204  -0.800
O  5.002  0.468  1.195
O  2.715  0.611  1.332

=====

Record 2
Here is 2 unconnected molecules or ions with the total composition C3H8NO at a distorted geometry from OMol25. Energies are from ωB97M-V with the def2-TZVPD basis set.

The HOMO energy is -13.840 eV. Its energy above the lowest of the compared OMol25 structures with the same formula, charge and spin is 2.993 eV. The total charge is +1.

Element x y z (Å)
C  -2.318  0.292  -0.293
N  -1.507  -0.274  0.479
H  -3.470  0.316  -0.027
H  -2.119  0.316  -1.370
H  -0.530  -0.008  0.211
H  -1.914  -0.930  1.211
C  2.046  0.208  0.931
C  1.664  -0.362  -0.254
O  0.555  -0.054  -1.069
H  2.917  -0.197  1.503
H  1.745  1.312  1.230
H  2.294  -1.082  -0.748
H  0.637  0.462  -1.805

=====

Record 3
Here is 2 unconnected molecules or ions with the total composition C5H9NO from OMol25. Energies are from ωB97M-V with the def2-TZVPD basis set.

The HOMO energy is -9.088 eV. Its energy above the lowest of the compared OMol25 structures with the same formula, charge and spin is 6.638 eV. The total charge is 0.

Element x y z (Å)
C  -2.130  -0.506  0.287
C  -1.299  0.224  1.303
N  -0.239  -0.190  1.875
C  0.244  1.413  -0.789
C  1.177  0.373  -0.855
C  2.272  -0.415  -0.312
O  1.046  -1.001  -0.830
H  -2.351  0.162  -0.551
H  -3.079  -0.832  0.730
H  -1.595  -1.380  -0.098
H  -1.651  1.223  1.582
H  -0.018  -1.127  1.523
H  0.839  2.323  -0.584
H  1.241  0.871  -1.917
H  3.159  -0.621  -0.908
H  2.384  -0.476  0.770

=====

Record 4
Here is a molecular structure, C22H22CdFI2N3O5S4 from OMol25. Energies are from ωB97M-V with the def2-TZVPD basis set.

The HOMO energy is -1.007 eV. Its energy above the lowest of the compared OMol25 structures with the same formula, charge and spin is 1.340 eV. The total charge is -2.

Element x y z (Å)
Cd  -0.153  -0.322  -0.609
I  -2.285  -0.391  2.578
C  -3.812  -1.364  3.770
I  -4.180  -3.412  3.239
H  -4.764  -0.858  3.647
H  -3.522  -1.384  4.814
C  7.388  0.695  1.641
C  7.082  -0.742  1.233
C  7.645  -1.708  2.266
C  7.339  -3.145  1.883
C  5.856  -3.319  1.700
C  5.247  -4.534  1.926
C  3.880  -4.670  1.732
F  3.327  -5.887  1.966
C  3.099  -3.628  1.321
C  3.697  -2.384  1.098
C  2.819  -1.269  0.636
O  1.615  -1.483  0.563
C  3.519  -0.037  0.331
C  4.846  0.023  0.579
N  5.638  -0.971  1.073
C  5.073  -2.223  1.292
C  2.901  1.271  -0.216
O  3.682  2.243  -0.258
O  1.744  1.195  -0.675
H  8.434  0.758  1.948
H  6.758  0.993  2.480
H  7.235  1.408  0.834
H  7.573  -0.949  0.272
H  7.204  -1.477  3.241
H  8.722  -1.545  2.341
H  7.705  -3.842  2.640
H  7.860  -3.386  0.950
H  5.828  -5.389  2.250
H  2.033  -3.726  1.158
H  5.311  0.977  0.375
S  0.893  -0.670  -3.005
S  -0.054  -2.386  -3.642
S  -1.993  -2.212  -2.942
S  -1.854  -2.226  -0.882
N  -2.898  6.142  -2.809
C  -3.655  5.003  -2.719
O  -4.826  4.990  -3.049
C  -2.940  3.805  -2.169
C  -3.391  2.540  -2.511
C  -2.681  1.437  -2.056
N  -1.606  1.557  -1.284
C  -1.186  2.764  -0.926
C  -1.820  3.920  -1.354
H  -3.313  6.898  -3.327
H  -1.896  6.064  -2.818
H  -4.265  2.425  -3.136
H  -2.958  0.424  -2.326
H  -0.315  2.778  -0.281
H  -1.450  4.883  -1.027
C  0.519  1.072  2.229
O  -0.505  0.825  1.327
H  1.337  1.653  1.780
H  0.969  0.151  2.642
H  0.153  1.651  3.098

=====

Q: What is the formula in the second record?
A: C3H8NO

=====

Q: What is the formula in the third record?
A: C5H9NO

=====

Q: total charge of number 2 (C3H8NO)?
A: +1